1.
Below is a molecular structure, C28H27InN4O8 at a distorted geometry, with properties calculated with ωB97M-V with the def2-TZVPD basis set.

The value obtained for the largest force on an atom is 3.522 eV Å⁻¹. The LUMO energy is -2.254 eV. The electronic energy comes out at -56976.980 eV. The value obtained for the HOMO-LUMO gap is 4.47 eV. Its energy above the lowest of the compared OMol25 structures with the same formula, charge and spin is 10.0 kcal per mole. Its spin multiplicity is 1.

Each line ends with the Mulliken charge.
Element x y z (Å)
1 In -0.76 0.64 0.92  1.463
2 O -2.35 -0.85 8.07  -0.581
3 O -2.71 0.86 1.97  -0.700
4 O 1.72 3.08 4.16  -0.528
5 O -0.65 1.28 -1.26  -0.825
6 O 2.70 1.19 4.68  -0.556
7 O -3.94 -0.11 3.53  -0.588
8 O -0.31 1.73 2.71  -0.751
9 O -0.23 -0.45 8.53  -0.581
10 N -1.20 -0.47 7.75  0.943
11 N -2.89 0.45 3.21  1.098
12 N 1.69 1.90 4.54  1.057
13 N -0.96 1.29 -3.51  0.078
14 C -1.32 -2.30 -3.12  -2.304
15 C -0.61 1.25 3.89  1.369
16 C -2.08 0.04 5.48  -0.523
17 C 1.39 1.76 -4.22  1.041
18 C 2.82 0.13 -5.30  -0.619
19 C 3.80 1.94 -4.01  -0.540
20 C 2.11 1.30 1.05  -1.083
21 C -1.25 0.82 -2.30  0.360
22 C 2.52 2.44 -3.76  -0.341
23 C 3.95 0.78 -4.78  -0.503
24 C 0.25 0.51 6.05  -0.616
25 C -1.88 0.63 4.20  -0.457
26 C -3.43 -2.35 -1.76  -1.821
27 C -0.94 -1.99 1.63  -0.809
28 C 0.03 2.32 -3.90  -1.433
29 C 2.50 -0.02 1.47  -0.223
30 C -2.07 -1.66 -1.95  2.499
31 C -1.83 -1.42 0.62  -0.501
32 C 1.54 0.63 -5.03  -0.313
33 C -1.29 -1.83 -0.67  -0.172
34 C 2.68 0.10 -0.82  0.201
35 C 0.05 -2.72 0.96  -0.989
36 C 0.40 1.24 4.88  -0.120
37 C -1.01 -0.01 6.39  -0.376
38 C -2.39 -0.16 -2.24  -1.506
39 C -0.15 -2.60 -0.44  -0.247
40 C 2.23 1.36 -0.37  -0.472
41 C 2.84 -0.75 0.31  -1.199
42 H -3.11 0.22 -1.49  0.322
43 H 2.87 -0.18 -1.86  0.434
44 H -1.53 0.93 -4.27  0.319
45 H 0.48 -3.06 -1.21  0.450
46 H 1.88 2.13 1.70  0.592
47 H -2.89 -1.18 0.77  0.755
48 H 2.08 2.24 -0.96  0.481
49 H 0.66 0.14 -5.45  0.305
50 H 0.09 3.09 -3.12  0.402
51 H -0.32 -1.88 -3.25  0.397
52 H -3.04 -0.41 5.77  0.571
53 H 1.07 0.38 6.74  0.572
54 H -0.37 2.79 -4.80  0.429
55 H 4.67 2.46 -3.61  0.351
56 H -2.89 -0.13 -3.22  0.592
57 H -3.29 -3.40 -1.46  0.346
58 H 2.58 -0.35 2.51  0.444
59 H 2.95 -0.75 -5.93  0.387
60 H -4.01 -2.34 -2.69  0.485
61 H -4.03 -1.86 -0.98  0.375
62 H -1.23 -3.38 -2.93  0.479
63 H 3.19 -1.78 0.29  0.467
64 H 0.82 -3.34 1.43  0.457
65 H 4.95 0.41 -5.01  0.369
66 H -1.07 -1.89 2.71  0.589
67 H -1.89 -2.17 -4.05  0.436
68 H 2.39 3.37 -3.20  0.362

***

2.
Below is a molecular structure, C28H27N3PtSSi at a distorted geometry, with properties calculated with ωB97M-V with the def2-TZVPD basis set.

Its net charge is +2. The value obtained for the largest force on an atom is 3.398 eV Å⁻¹. The LUMO energy (alpha / beta) is -6.745 / -9.977 eV. The expectation value of S² is 6.0212. The electronic energy comes out at -55882.708 eV. The value obtained for the HOMO-LUMO gap (alpha / beta) is 5.36 / 3.06 eV. Its energy above the lowest of the compared OMol25 structures with the same formula, charge and spin is 0.0 kcal per mole. Its spin multiplicity is 5.

Each line ends with the Löwdin spin population.
Element x y z (Å)
1 Pt 0.29 -1.78 0.92  1.320
2 S 4.21 -1.05 -1.26  0.013
3 Si -1.57 1.35 -1.27  0.563
4 N 1.51 -2.24 2.50  0.195
5 N 2.20 -1.69 0.16  0.073
6 N 3.50 -2.45 3.48  0.026
7 C -1.97 5.55 -1.30  0.001
8 C -2.69 -0.59 1.64  0.369
9 C -0.27 3.65 -2.39  0.022
10 C -1.99 0.80 -3.04  0.088
11 C -2.15 0.09 -5.78  0.019
12 C 2.84 -2.10 2.33  0.034
13 C 4.46 -1.34 0.45  0.008
14 C 2.54 -2.77 4.45  0.005
15 C -1.43 -2.55 1.56  0.139
16 C 1.58 -3.76 6.39  0.010
17 C -1.71 -1.31 2.35  0.245
18 C -2.94 -1.23 0.39  0.269
19 C -2.32 1.42 -5.39  0.001
20 C 0.16 -3.06 4.51  0.018
21 C 2.55 -1.43 -1.11  0.021
22 C 1.30 -2.67 3.83  0.009
23 C -1.87 -0.55 -3.46  0.027
24 C 0.12 4.99 -2.39  -0.003
25 C -0.78 5.96 -1.90  0.019
26 C -1.97 -0.88 -4.81  -0.002
27 C 2.45 2.27 -1.23  0.011
28 C 3.29 -1.74 1.04  0.005
29 C -2.23 1.76 -4.03  0.024
30 C 0.32 -3.59 5.81  0.000
31 C -1.34 3.22 -1.55  0.067
32 C -2.24 4.19 -1.08  0.022
33 C 2.73 -3.33 5.71  0.010
34 C -2.13 -2.37 0.27  0.215
35 H -1.69 -1.33 -2.70  0.004
36 H 3.21 2.73 -1.78  0.000
37 H -2.31 2.81 -3.78  0.001
38 H -2.69 6.31 -0.97  0.000
39 H -2.28 -0.18 -6.83  0.001
40 H 2.88 1.56 -0.50  0.000
41 H 3.72 -3.43 6.13  0.001
42 H -3.14 3.90 -0.57  0.002
43 H 4.48 -2.33 3.63  0.001
44 H -2.51 2.21 -6.12  0.000
45 H -1.88 -1.94 -5.11  0.000
46 H -2.19 -3.14 -0.50  0.007
47 H 1.10 5.28 -2.79  0.000
48 H -1.41 -1.16 3.39  0.006
49 H -3.60 -0.87 -0.37  0.006
50 H 1.81 -1.54 -1.90  0.004
51 H 1.65 -4.25 7.37  0.000
52 H -0.81 -2.97 4.03  0.000
53 H -3.15 0.31 1.99  0.011
54 H -1.25 -3.52 2.01  0.007
55 H -2.55 1.16 -0.16  0.093
56 H 1.80 1.72 -1.95  0.008
57 H 5.39 -1.17 0.99  0.001
58 H -0.55 7.03 -2.00  0.001
59 H -0.58 -3.88 6.37  0.000
60 H 1.86 3.00 -0.68  0.000
61 H 0.26 2.93 -3.02  0.001

***

3.
Below is a molecular structure, C28H27N3SSiTl at a distorted geometry, with properties calculated with ωB97M-V with the def2-TZVPD basis set.

Its net charge is +1. The value obtained for the largest force on an atom is 5.397 eV Å⁻¹. The LUMO energy is -3.410 eV. The electronic energy comes out at -57341.158 eV. The value obtained for the HOMO-LUMO gap is 4.85 eV. Its energy above the lowest of the compared OMol25 structures with the same formula, charge and spin is 0.0 kcal per mole. Its spin multiplicity is 1.

Each line ends with the Mulliken charge.
Element x y z (Å)
1 Tl 1.07 -0.64 0.78  0.831
2 S -3.67 -3.11 1.01  -0.135
3 Si -0.03 -0.79 -3.08  -0.063
4 N -1.50 -1.72 1.06  0.141
5 N -1.07 -1.87 4.77  -0.033
6 N 0.20 -0.81 3.27  -0.075
7 C -0.88 1.55 -4.42  -0.331
8 C 3.94 -1.46 -4.00  -0.666
9 C -0.09 -1.19 5.49  0.680
10 C -0.78 -2.54 -3.52  -0.651
11 C -0.83 1.89 2.01  -1.027
12 C -2.97 2.00 -2.60  -0.496
13 C -1.20 2.01 0.64  -0.201
14 C 1.93 0.51 6.30  -0.705
15 C 1.71 0.34 4.93  -0.653
16 C 2.28 0.65 -3.22  -0.246
17 C -0.88 -1.61 3.44  0.275
18 C 1.72 -0.59 -3.55  1.012
19 C 0.69 -0.53 4.53  0.234
20 C 0.51 2.35 2.15  -0.467
21 C 0.11 -1.04 6.85  -0.961
22 C -2.87 -2.89 2.52  -0.513
23 C 4.50 -0.23 -3.63  -0.479
24 C -2.24 0.81 -2.54  -0.284
25 C -1.19 0.59 -3.45  0.938
26 C -1.75 -2.10 2.38  -0.132
27 C -1.63 2.74 -4.47  -0.595
28 C 3.67 0.83 -3.25  -0.663
29 C 2.55 -1.64 -3.97  -0.626
30 C 1.15 -0.19 7.25  -0.428
31 C -2.43 -2.16 0.23  -0.094
32 C -0.08 2.52 -0.07  -0.068
33 C -2.67 2.96 -3.57  -0.561
34 C 0.98 2.73 0.86  -1.376
35 H 2.13 -2.62 -4.23  0.231
36 H -3.20 -3.33 3.46  0.375
37 H 1.05 2.44 3.09  0.708
38 H -1.38 3.48 -5.22  0.408
39 H -0.05 -0.63 -1.59  -0.148
40 H -3.76 2.18 -1.87  0.386
41 H 5.59 -0.09 -3.63  0.384
42 H -0.05 1.39 -5.11  0.397
43 H -2.45 0.06 -1.76  -0.047
44 H -1.81 -2.44 5.16  0.238
45 H 4.09 1.78 -2.95  0.413
46 H -0.26 -3.42 -3.92  0.472
47 H 1.96 3.16 0.64  0.383
48 H -2.18 1.80 0.23  0.408
49 H 1.64 1.47 -2.89  0.244
50 H -0.06 2.77 -1.13  0.509
51 H -0.06 -2.34 -2.57  0.371
52 H 1.36 -0.04 8.31  0.387
53 H 2.71 1.19 6.65  0.381
54 H -1.78 -2.78 -3.15  0.345
55 H 4.59 -2.28 -4.29  0.408
56 H 2.28 0.86 4.15  0.481
57 H -3.25 3.89 -3.61  0.398
58 H -1.49 1.58 2.82  0.438
59 H -2.45 -1.95 -0.84  0.191
60 H -0.91 -1.91 -4.45  0.289
61 H -0.53 -1.58 7.56  0.370

***

4.
Below is a molecular structure, C28H27N4O8PtSTe, with properties calculated with ωB97M-V with the def2-TZVPD basis set.

Its net charge is -2. The value obtained for the largest force on an atom is 0.846 eV Å⁻¹. The LUMO energy (alpha / beta) is 3.865 / 3.833 eV. The expectation value of S² is 0.7590. The electronic energy comes out at -73186.246 eV. The value obtained for the HOMO-LUMO gap (alpha / beta) is 5.90 / 6.42 eV. Its energy above the lowest of the compared OMol25 structures with the same formula, charge and spin is 32.8 kcal per mole. Its spin multiplicity is 2.

Each line ends with the Löwdin spin population.
Element x y z (Å)
1 Pt 0.46 -0.40 2.28  0.032
2 Te 0.40 -0.18 -1.32  0.350
3 S -3.20 -2.53 0.69  0.001
4 O 1.67 -1.78 3.56  -0.001
5 O -0.59 -0.01 3.97  0.004
6 O -1.91 -4.65 7.76  0.000
7 O -1.13 -0.21 6.09  0.001
8 O 3.06 -3.98 2.95  0.000
9 O -0.69 -6.30 7.12  0.000
10 O 3.16 -0.92 -0.88  0.078
11 O 2.28 -5.87 3.59  0.000
12 N 1.55 -0.28 0.60  0.225
13 N 2.26 -4.64 3.59  0.000
14 N -1.31 -0.56 1.25  0.013
15 N -1.04 -5.13 7.05  0.000
16 C 0.67 2.70 -0.22  0.003
17 C 2.16 2.50 -0.10  0.003
18 C -1.60 2.06 -0.80  0.004
19 C -0.22 1.76 -0.73  0.008
20 C -1.17 4.24 0.18  0.002
21 C 0.58 1.38 -4.19  0.016
22 C 2.75 -0.77 0.29  0.013
23 C -1.42 -1.79 -3.50  0.004
24 C 0.18 3.93 0.22  0.000
25 C -2.61 1.09 -1.34  0.010
26 C 0.23 1.60 -5.53  0.002
27 C 0.58 -4.80 5.27  0.000
28 C -0.76 -2.93 5.98  0.000
29 C 0.98 -2.56 4.28  0.000
30 C -1.68 5.56 0.70  0.000
31 C -0.13 -2.10 5.10  0.000
32 C -2.04 3.30 -0.35  0.000
33 C 1.25 -3.98 4.39  0.000
34 C -2.07 -1.43 1.05  0.003
35 C -1.04 1.01 -7.63  0.001
36 C 1.57 2.33 -3.57  0.007
37 C -0.83 -0.57 -4.17  0.026
38 C 3.72 -1.02 1.43  0.018
39 C -0.65 0.76 -6.19  0.006
40 C -1.16 -0.33 -5.50  0.005
41 C 0.03 0.31 -3.49  0.149
42 C -0.39 -4.28 6.09  0.000
43 C -0.65 -0.67 5.07  0.000
44 H -0.49 1.86 -8.04  0.000
45 H -2.60 0.17 -0.77  0.003
46 H -2.08 -2.32 -4.19  0.000
47 H 3.64 -2.05 1.76  0.000
48 H 2.68 3.36 -0.53  0.000
49 H 0.88 4.66 0.62  0.000
50 H -2.28 6.08 -0.05  0.000
51 H -3.61 1.52 -1.29  0.001
52 H -0.86 6.21 1.00  0.000
53 H 2.52 1.60 -0.59  0.003
54 H 2.20 2.78 -4.33  0.000
55 H -2.32 5.40 1.57  0.000
56 H 2.44 2.42 0.95  0.000
57 H -0.64 -2.49 -3.18  0.000
58 H -3.10 3.52 -0.39  0.000
59 H 3.51 -0.39 2.30  0.000
60 H 0.84 -5.85 5.32  0.000
61 H -2.39 0.84 -2.39  0.003
62 H -1.99 -1.54 -2.60  0.002
63 H 2.21 1.80 -2.86  0.004
64 H -1.84 -1.01 -6.00  0.001
65 H 1.07 3.13 -3.02  0.001
66 H 0.67 2.44 -6.06  0.000
67 H -0.82 0.14 -8.25  0.000
68 H -1.53 -2.52 6.61  0.000
69 H -2.11 1.22 -7.72  0.000
70 H 4.73 -0.83 1.06  0.001